This record from OMol25 describes 7 unconnected molecules or ions with the total composition C43H52F2O2P at a distorted geometry. The level of theory is wB97M-V/def2-TZVPD.

Each atom is followed by the atoms it is bonded to, with distances in Å.
Geometry (Å):
1 P 1.505 3.642 0.089  C6 1.952, C7 1.947, C8 1.940, H55 1.471, H57 1.462, H77 1.469
2 F 1.336 5.079 2.393  C6 1.408
3 F 1.145 0.739 -0.715  C10 1.324
4 O -0.536 0.924 -1.972  C10 1.149
5 O 2.165 5.353 -2.077  C8 1.429, C43 1.399
6 C 0.447 4.379 1.556  P1 1.952, F2 1.408, C23 1.495, H66 1.092
7 C -0.057 2.872 -0.781  P1 1.947, C10 1.500, H63 1.077, H69 1.088
8 C 1.355 5.303 -0.901  P1 1.940, O5 1.429, H78 1.092, H97 1.095
9 C 1.470 9.550 -0.244  C13 1.388, C35 1.388, H88 1.083
10 C 0.145 1.450 -1.211  F3 1.324, O4 1.149, C7 1.500
11 C -6.417 0.518 3.372  C37 1.388, C42 1.388, H68 1.083
12 C 4.972 -11.690 -1.793  C31 1.388, C45 1.388, H51 1.083
13 C 1.370 8.900 -1.466  C9 1.388, C38 1.388, H95 1.082
14 C 1.461 -4.077 -2.261  C27 1.388, C33 1.388, H71 1.078
15 C 3.943 -9.601 -3.305  C17 1.388, C28 1.388, H54 1.083
16 C -0.793 -2.187 -0.760  C20 1.388, C46 1.385, H60 1.083
17 C 3.684 -9.666 -1.943  C15 1.388, C31 1.388, H85 1.083
18 C 3.433 -5.452 -2.318  C25 1.388, C33 1.389, H96 1.084
19 C -2.650 -2.841 -2.138  C46 1.391, C47 1.389, H99 1.083
20 C -0.902 -3.374 -0.049  C16 1.388, C32 1.388, H50 1.083
21 C -0.815 3.964 3.689  C23 1.535, H72 1.086, H94 1.076, H98 1.083
22 C -3.234 -1.114 4.624  C24 1.389, C30 1.389, H79 1.083
23 C -0.178 3.346 2.437  C6 1.495, C21 1.535, H58 1.082, H67 1.086
24 C -2.337 -0.054 4.669  C22 1.389, C29 1.389, H87 1.083
25 C 4.193 -4.348 -2.679  C18 1.388, C40 1.389, H74 1.083
26 C 3.124 10.288 -2.346  C38 1.388, C39 1.388, H73 1.083
27 C 2.220 -2.973 -2.625  C14 1.388, C40 1.388, H89 1.083
28 C 4.716 -10.582 -3.911  C15 1.388, C45 1.388, H92 1.083
29 C -1.514 0.206 3.581  C24 1.389, C44 1.388, H100 1.083
30 C -3.309 -1.912 3.490  C22 1.389, C48 1.388, H81 1.083
31 C 4.196 -10.712 -1.187  C12 1.388, C17 1.388, H93 1.083
32 C -1.881 -4.299 -0.385  C20 1.388, C47 1.390, H76 1.083
33 C 2.067 -5.317 -2.111  C14 1.388, C18 1.389, H82 1.084
34 C -8.632 -0.963 2.591  C36 1.388, C41 1.389, H49 1.083
35 C 2.392 10.574 -0.075  C9 1.388, C39 1.388, H86 1.083
36 C -8.669 -0.227 3.767  C34 1.388, C37 1.389, H64 1.083
37 C -7.562 0.515 4.157  C11 1.388, C36 1.389, H91 1.083
38 C 2.199 9.267 -2.516  C13 1.388, C26 1.388, H53 1.082
39 C 3.218 10.945 -1.127  C26 1.388, C35 1.388, H61 1.083
40 C 3.585 -3.109 -2.836  C25 1.389, C27 1.388, H84 1.083
41 C -7.489 -0.953 1.803  C34 1.389, C42 1.388, H59 1.083
42 C -6.382 -0.213 2.194  C11 1.388, C41 1.388, H65 1.083
43 C 3.525 5.493 -1.781  O5 1.399, H56 1.090, H62 1.080, H80 1.087
44 C -1.585 -0.596 2.451  C29 1.388, C48 1.389, H90 1.083
45 C 5.234 -11.624 -3.154  C12 1.388, C28 1.388, H75 1.083
46 C -1.668 -1.917 -1.799  C16 1.385, C19 1.391, H83 1.079
47 C -2.754 -4.034 -1.434  C19 1.389, C32 1.390, H70 1.083
48 C -2.483 -1.655 2.404  C30 1.388, C44 1.389, H52 1.080
49 H -9.494 -1.544 2.288  C34 1.083
50 H -0.220 -3.579 0.767  C20 1.083
51 H 5.374 -12.504 -1.203  C12 1.083
52 H -2.540 -2.276 1.521  C48 1.080
53 H 2.125 8.753 -3.466  C38 1.082
54 H 3.543 -8.786 -3.894  C15 1.083
55 H 2.734 4.182 0.690  P1 1.471
56 H 3.744 6.440 -1.288  C43 1.090
57 H 2.329 3.051 -0.965  P1 1.462
58 H 0.559 2.636 2.791  C23 1.082
59 H -7.460 -1.523 0.882  C41 1.083
60 H -0.024 -1.469 -0.502  C16 1.083
61 H 3.937 11.744 -0.996  C39 1.083
62 H 3.920 4.661 -1.218  C43 1.080
63 H -0.322 3.380 -1.692  C7 1.077
64 H -9.561 -0.232 4.381  C36 1.083
65 H -5.489 -0.208 1.582  C42 1.083
66 H -0.292 5.102 1.204  C6 1.092
67 H -0.959 2.778 1.940  C23 1.086
68 H -5.550 1.090 3.678  C11 1.083
69 H -0.954 2.867 -0.165  C7 1.088
70 H -3.516 -4.757 -1.699  C47 1.083
71 H 0.401 -3.970 -2.095  C14 1.078
72 H -1.299 3.173 4.255  C21 1.086
73 H 3.773 10.572 -3.166  C26 1.083
74 H 5.259 -4.452 -2.838  C25 1.083
75 H 5.842 -12.386 -3.626  C45 1.083
76 H -1.965 -5.226 0.170  C32 1.083
77 H 1.710 2.437 0.904  P1 1.469
78 H 0.336 5.461 -1.261  C8 1.092
79 H -3.876 -1.317 5.472  C22 1.083
80 H 4.059 5.509 -2.728  C43 1.087
81 H -4.015 -2.733 3.451  C30 1.083
82 H 1.472 -6.179 -1.831  C33 1.084
83 H -1.580 -0.988 -2.342  C46 1.079
84 H 4.176 -2.248 -3.122  C40 1.083
85 H 3.083 -8.900 -1.469  C17 1.083
86 H 2.468 11.082 0.878  C35 1.083
87 H -2.280 0.570 5.552  C24 1.083
88 H 0.829 9.257 0.578  C9 1.083
89 H 1.746 -2.006 -2.741  C27 1.083
90 H -0.940 -0.395 1.604  C44 1.083
91 H -7.591 1.090 5.074  C37 1.083
92 H 4.915 -10.534 -4.974  C28 1.083
93 H 3.990 -10.764 -0.126  C31 1.083
94 H -0.053 4.370 4.332  C21 1.076
95 H 0.650 8.103 -1.599  C13 1.082
96 H 3.907 -6.420 -2.198  C18 1.084
97 H 1.559 6.154 -0.243  C8 1.095
98 H -1.558 4.706 3.426  C21 1.083
99 H -3.335 -2.630 -2.949  C19 1.083
100 H -0.817 1.034 3.613  C29 1.083

- E_HOMO (eV) = -3.81
- total charge = -1
- HOMO-LUMO gap (eV) = 6.0
- total energy (Ha) = -2361.178699
- LUMO energy (eV) = 2.1524